1.
H3NO2S | ωB97M-V/def2-TZVPD

Computed properties:
* Kohn-Sham gap (alpha / beta): 6.34 / 6.34 eV
* SMILES: O=S.NO
* DFT total energy: -605.0661 hartree
* net charge: 0

Last column: Mulliken charge in e.
Element x y z (Å)
N  -1.210  0.395  -0.479  -0.4588
O  1.590  0.076  0.358  -0.3322
O  -1.038  -0.913  -0.015  -0.3701
S  3.078  -0.044  0.534  0.2557
H  -0.241  0.821  -0.073  0.3207
H  -1.984  0.734  0.089  0.2508
H  -0.196  -1.070  -0.414  0.3338

=====

2.
H3NO3 | ωB97M-V/def2-TZVPD

Computed properties:
* Kohn-Sham gap: 8.93 eV
* SMILES: N=O.OO
* DFT total energy: -282.0567 hartree
* net charge: 0

Last column: Mulliken charge in e.
Element x y z (Å)
H  0.711  0.284  0.010  0.3080
H  -1.167  -0.873  0.726  0.3495
H  -2.340  1.116  -0.337  0.3402
N  1.711  0.213  0.453  -0.0430
O  2.646  -0.050  -0.328  -0.2285
O  -1.251  -0.406  -0.080  -0.3850
O  -2.542  0.205  -0.038  -0.3410

=====

3.
H3NO4 | ωB97M-V/def2-TZVPD

Computed properties:
* Kohn-Sham gap (alpha / beta): 9.69 / 9.17 eV
* DFT total energy: -357.1872 hartree
* net charge: 0

Last column: Mulliken charge in e.
Element x y z (Å)
N  -0.002  0.840  0.185  0.1934
O  -1.058  1.086  -0.397  -0.2104
O  1.049  0.320  -0.655  -0.0896
O  -1.813  -0.516  0.016  -0.5304
O  1.763  -0.662  0.089  -0.3532
H  -2.426  -1.062  -0.496  0.2550
H  2.615  -0.222  0.242  0.3609
H  -0.127  0.215  1.016  0.3744

=====

4.
H3NOSi | ωB97M-V/def2-TZVPD

Computed properties:
* Kohn-Sham gap (alpha / beta): 8.01 / 8.08 eV
* SMILES: O=N[SiH3]
* DFT total energy: -421.1445 hartree
* net charge: 0

Last column: Mulliken charge in e.
Element x y z (Å)
N  -1.565  -0.432  -0.178  0.0643
O  -2.328  0.467  0.032  -0.2657
Si  0.620  -0.043  -0.056  0.4904
H  1.120  1.270  -0.471  -0.0885
H  0.802  -0.119  1.329  -0.1092
H  1.351  -1.144  -0.656  -0.0914

=====

ΔE to the lowest compared entry with this formula, charge and spin values (in kcal per mole) by entry order: 92.1, 75.3, 57.2, 105.7.